(1)
Formula: CHF3N2
Source: OMol25
Level of theory: ωB97M-V/def2-TZVPD

```
7
Properties=species:S:1:pos:R:3:forces:R:3
C 0.49443 -0.22758 -1.23127 -2.6 1.9 -2.6
N 1.43184 -1.02151 -1.17383 2.0 -1.9 0.0
N 0.17612 0.43300 -2.54591 -1.1 -5.2 6.8
F -0.38192 0.07213 -0.31745 -1.6 0.5 0.9
F 0.86603 1.58231 -2.63146 2.5 3.3 -2.7
F 0.69406 -0.45874 -3.49263 0.5 1.1 -2.5
H 1.50367 -1.53648 -0.30533 0.3 0.4 0.1
```
Positions in Å, forces in eV/Å.

Properties
- expectation value of S² = 2.01
- maximum force (eV Å⁻¹) = 8.59
- ΔE to the lowest compared entry with this formula, charge and spin (kJ/mol) = 182.9
- multiplicity = 3
- HOMO level (alpha / beta) (eV) = -5.82 / -11.15

---

(2)
Formula: C5H10O2
Source: OMol25
Level of theory: ωB97M-V/def2-TZVPD

```
17
Properties=species:S:1:pos:R:3:forces:R:3
C -2.03874 -0.50142 0.65372 -0.5 0.2 1.2
C -1.13328 0.23335 -0.25504 -1.0 0.0 -2.0
C -0.27132 1.32352 0.27397 1.8 -1.2 4.3
O 0.91859 1.30235 -0.44175 -1.2 1.8 -2.2
C 0.94397 0.06250 -0.99239 4.9 -3.0 3.2
C 2.15390 -0.74481 0.01805 -0.5 0.2 -3.8
O -0.17781 -0.67232 -0.77184 -1.1 0.0 -0.2
H -2.58696 -1.31200 0.17639 0.1 0.1 -0.2
H -2.75956 0.20447 1.07351 -0.1 -0.1 0.0
H -1.46711 -0.91963 1.48402 0.0 0.0 0.0
H -1.69946 0.61120 -1.11546 -0.3 0.1 0.0
H 0.17188 0.85353 1.29626 -1.8 1.6 -1.1
H -0.63125 2.33961 0.30278 -0.4 0.0 0.4
H 1.23298 0.07060 -2.04099 0.4 0.0 0.0
H 2.15185 -0.91194 1.09476 -1.0 0.6 0.0
H 2.11888 -1.71481 -0.49209 0.5 -0.1 0.4
H 3.07346 -0.22417 -0.26390 0.1 -0.2 0.2
```
Positions in Å, forces in eV/Å.

Properties
- maximum force (eV Å⁻¹) = 6.53
- ΔE to the lowest compared entry with this formula, charge and spin (kJ/mol) = 301.6
- multiplicity = 1
- HOMO level (eV) = -8.80

---

(3)
Formula: C44H71ClO17PS2Si
Source: OMol25
Level of theory: ωB97M-V/def2-TZVPD

```
137
Properties=species:S:1:pos:R:3:forces:R:3
C -6.10845 0.48644 4.86203 0.2 -0.1 0.2
C -5.69170 -0.43729 4.18521 1.7 0.0 0.0
C -4.76407 -1.42898 3.38019 -2.0 0.4 -0.3
C -3.79985 -0.63250 2.38454 1.9 0.6 1.6
C -4.48536 0.40970 1.40508 -1.1 0.0 0.6
C -5.57682 -0.19439 0.42426 0.9 -0.7 -0.2
C -5.36935 -1.71485 0.03894 -0.8 -0.1 -1.1
Cl -5.40291 0.75824 -1.17205 -0.3 -0.2 0.6
O -2.83108 -1.54693 1.83462 -2.4 1.8 0.6
P -1.27111 -0.80049 1.47679 0.9 1.1 0.1
S -1.29630 -2.08627 -0.31557 0.3 -1.2 -1.3
C 0.58016 -0.32425 1.34048 0.8 0.1 -0.9
C 1.05176 0.09392 -0.12390 1.2 0.1 1.0
C 2.02413 -1.02223 -0.68876 0.5 -0.1 -0.5
C 2.64237 -0.70037 -2.12187 -0.5 -0.6 0.2
C 1.70951 0.16623 -3.07058 1.1 0.2 -0.4
C 2.24209 1.66741 -3.10662 0.3 -0.4 -0.8
C 1.83551 2.35701 -4.47524 0.2 -0.7 0.1
C 0.27302 2.61126 -4.64530 0.1 -0.7 -0.4
Si -0.32218 4.35513 -4.16567 0.1 0.7 0.0
C -1.62487 5.02957 -5.41909 0.3 0.4 -0.3
C 1.13240 5.63188 -4.23764 -0.1 -0.5 0.9
C -0.96567 4.45083 -2.34452 -0.8 0.0 1.4
C -1.74495 5.67733 -1.91683 0.9 -3.0 2.5
C -2.18947 5.74323 -0.49525 1.4 -1.7 -0.9
C -1.86721 4.62673 0.46272 0.9 -0.5 -2.6
C -1.12883 3.40222 -0.00425 -0.4 2.2 -1.7
C -0.67136 3.31153 -1.42506 -1.8 2.7 1.6
O -1.53274 0.45770 2.67660 -2.2 -0.6 0.4
C -2.84246 0.36215 3.28431 1.6 -0.6 -0.6
S -2.42579 -0.14084 5.02674 -0.6 0.0 1.0
H -6.39330 1.33240 5.53984 0.2 -1.4 -1.3
H -5.48746 -2.10311 2.81503 1.1 0.8 0.4
H -4.18942 -2.12586 4.06330 -0.5 1.2 -0.7
H -5.03362 1.15467 2.07591 0.7 -1.0 -0.7
H -3.69151 1.01751 0.87576 -0.9 -1.1 0.4
H -6.64445 -0.00928 0.74887 1.3 -0.2 -0.2
H -5.88061 -2.42849 0.76383 0.9 1.0 -0.7
H -4.29404 -2.00086 -0.16446 -1.1 0.5 0.6
H -5.91738 -1.87118 -0.95028 0.6 0.2 1.2
H -1.77444 0.19212 0.56419 0.0 -0.2 -0.1
H -0.78410 -1.80898 2.39450 -0.3 -0.3 -0.2
H -1.59037 -1.23532 -1.36150 0.3 -0.2 1.0
H 0.89283 0.45685 2.10129 -0.6 -0.7 -0.8
H 1.16309 -1.26662 1.61833 -0.9 1.1 -0.3
H 0.19389 0.35151 -0.80823 0.7 -0.5 0.8
H 1.67576 1.03865 -0.01133 -0.7 -1.0 -0.4
H 2.89678 -1.13489 0.03302 -1.0 0.3 -0.7
H 1.55233 -2.05386 -0.74820 0.1 1.5 0.2
H 3.64733 -0.20627 -1.99651 -1.2 -0.4 -0.2
H 2.82932 -1.69329 -2.63936 -0.2 1.1 0.6
H 1.84805 -0.24255 -4.12743 -0.2 0.6 1.2
H 0.60676 0.08349 -2.84354 1.2 0.1 0.0
H 1.97360 2.26891 -2.18660 0.1 -0.6 -1.0
H 3.38105 1.60182 -3.11032 -1.4 0.1 0.1
H 2.48761 3.26746 -4.62653 -1.0 -0.7 0.1
H 2.13409 1.62853 -5.30143 -0.2 0.9 1.1
H 0.01962 2.40880 -5.74058 0.2 0.5 1.3
H -0.32887 1.83166 -4.06773 0.8 0.9 -0.7
H -1.07929 5.23763 -6.39813 -0.7 -0.4 1.1
H -1.98504 6.04684 -5.05801 0.1 -1.3 -0.4
H -2.47487 4.31589 -5.60984 0.7 0.9 0.2
H 1.58040 5.69957 -5.26830 -0.3 0.2 1.2
H 0.72361 6.60359 -3.83607 0.5 -0.8 -0.7
H 1.88363 5.26709 -3.45947 -0.7 0.5 -1.2
H -1.95843 6.49029 -2.65896 0.2 -0.9 1.0
H -2.74206 6.66324 -0.14639 0.7 -1.3 -0.3
H -2.17003 4.68257 1.54389 0.3 0.0 -1.3
H -0.87547 2.55562 0.69091 -0.5 1.0 -0.6
H -0.12055 2.39088 -1.74697 -0.6 1.1 0.2
H -3.30699 1.38874 3.36087 0.5 -1.1 0.3
H -1.84126 -1.38696 5.04446 -0.4 0.7 -1.0
C 0.16352 -3.26042 6.99889 0.2 -0.1 0.4
C 1.10550 -3.17453 5.82185 -0.7 0.3 0.7
C 0.56281 -3.79996 4.57520 -0.5 0.3 -0.6
O 1.75234 -4.17303 3.87989 0.5 -0.2 0.4
C 2.70838 -4.38051 4.82691 0.3 -0.1 -0.1
O 3.77045 -4.88479 4.61478 -0.4 0.1 0.1
O 2.29144 -3.94135 6.04829 0.4 -0.2 -0.6
H 0.60716 -2.78413 7.87622 -0.1 0.1 -0.1
H -0.78537 -2.76771 6.77774 0.1 0.0 0.0
H -0.03215 -4.29987 7.27466 0.0 0.0 -0.2
H 1.40368 -2.13480 5.65233 0.0 -0.1 -0.1
H -0.03034 -3.10181 3.98164 0.2 -0.1 -0.2
H -0.02746 -4.70294 4.76014 0.0 0.0 0.2
C 6.46421 -5.55002 -3.74645 0.5 0.2 0.0
C 5.35958 -4.52900 -3.61726 0.6 -0.8 0.1
C 4.09961 -4.90635 -4.34426 -0.4 -0.3 0.2
O 3.51948 -3.63596 -4.62077 0.3 0.3 -0.1
C 4.54722 -2.74360 -4.69408 0.0 0.9 -0.2
O 4.44228 -1.62392 -5.09394 0.0 -0.7 0.1
O 5.71079 -3.29874 -4.25216 -0.6 0.2 -0.1
H 7.34868 -5.22432 -3.19424 -0.1 -0.1 0.0
H 6.14885 -6.51925 -3.35700 0.0 0.1 0.0
H 6.77443 -5.66965 -4.78779 -0.2 0.0 0.0
H 5.16544 -4.31782 -2.56001 -0.1 0.0 -0.1
H 3.43012 -5.51198 -3.73267 -0.1 0.2 -0.1
H 4.28071 -5.42091 -5.29295 0.2 0.0 0.1
C 2.67728 5.18302 0.49007 -0.4 -0.2 -0.1
C 3.63103 4.08466 0.90433 -0.6 0.9 0.0
C 5.07150 4.38011 0.59372 0.4 0.2 0.3
O 5.62518 3.07360 0.45268 -0.3 -0.2 -0.1
C 4.60578 2.26056 0.04708 -0.1 -0.6 -0.3
O 4.74514 1.14612 -0.34822 0.1 0.5 0.2
O 3.40456 2.89556 0.15084 0.7 -0.3 0.0
H 1.65080 4.91005 0.74656 0.1 0.1 0.0
H 2.92123 6.12485 0.98648 0.0 -0.1 0.0
H 2.69843 5.33557 -0.59216 0.1 0.0 0.1
H 3.49096 3.84486 1.96378 0.1 0.0 0.0
H 5.56779 4.92663 1.39643 0.1 -0.2 0.0
H 5.21276 4.92029 -0.34751 -0.2 0.0 0.0
C -7.73681 4.95969 0.16575 -0.2 0.4 0.1
C -7.05681 4.28707 1.33614 -0.2 0.3 -0.9
C -7.29527 2.80702 1.40722 0.3 -0.5 -0.3
O -7.15446 2.54513 2.80307 -0.2 0.6 0.3
C -7.49054 3.69356 3.45159 -0.1 -0.1 0.5
O -7.66582 3.77655 4.62962 0.1 0.0 -0.4
O -7.60312 4.73489 2.57857 0.1 -0.4 0.5
H -7.52106 6.03066 0.16718 0.1 -0.1 -0.1
H -7.39740 4.53774 -0.78221 0.1 0.0 0.1
H -8.82326 4.85957 0.23103 0.1 -0.2 0.0
H -5.98693 4.52062 1.33428 0.0 -0.1 0.0
H -6.56453 2.23988 0.83024 0.0 0.0 0.2
H -8.30258 2.51044 1.09836 0.0 0.2 0.0
C 3.28562 -6.80009 1.54970 0.3 -0.1 0.4
C 4.21361 -6.69769 0.36071 -0.9 0.2 0.7
C 3.67242 -7.33128 -0.88950 -0.4 0.2 -0.4
O 4.86577 -7.68080 -1.59294 0.3 -0.1 0.3
C 5.83195 -7.87399 -0.64730 0.5 -0.2 0.2
O 6.90000 -8.35741 -0.86716 -0.4 0.2 0.0
O 5.41423 -7.44551 0.57437 0.3 -0.2 -0.8
H 3.73279 -6.31788 2.42197 -0.1 0.1 -0.1
H 2.32590 -6.32220 1.34287 0.1 0.0 0.0
H 3.11169 -7.84410 1.82394 0.0 0.0 -0.2
H 4.49286 -5.65240 0.19169 0.0 -0.1 -0.1
H 3.06432 -6.64163 -1.47599 0.1 -0.1 -0.1
H 3.09902 -8.24432 -0.70441 0.0 0.1 0.2
```
Positions in Å, forces in eV/Å.

Properties
- maximum force (eV Å⁻¹) = 4.01
- net charge = -1
- multiplicity = 1
- HOMO level (eV) = -4.97

---

(4)
Formula: C3H3CsLiO2
Source: OMol25
Level of theory: ωB97M-V/def2-TZVPD

```
10
Properties=species:S:1:pos:R:3:forces:R:3
O -0.50052 0.76847 -1.47679 0.1 0.8 1.5
C -0.33891 0.04033 -2.54299 -0.3 0.0 -1.5
C 0.45638 0.30523 -3.60949 -0.4 0.2 0.3
Li -0.90160 2.02526 -0.37332 0.3 -0.8 -0.8
H -1.01349 -0.83536 -2.63041 0.2 0.3 0.1
H 0.24473 -0.16231 -4.57215 0.4 -0.3 0.5
H 1.16564 1.13762 -3.59245 -0.3 -0.2 0.0
O 0.14987 -0.36890 5.65529 0.0 0.0 0.0
C 0.30634 0.46514 4.91228 0.0 0.0 0.0
Cs 0.43156 -3.37548 8.23003 0.0 0.0 0.0
```
Positions in Å, forces in eV/Å.

Properties
- maximum force (eV Å⁻¹) = 1.70
- ΔE to the lowest compared entry with this formula, charge and spin (kJ/mol) = 0.0
- net charge = +1
- multiplicity = 1
- HOMO level (eV) = -8.22

---

(5)
Formula: C4H5NO3
Source: OMol25
Level of theory: ωB97M-V/def2-TZVPD

```
13
Properties=species:S:1:pos:R:3:forces:R:3
C -0.31971 1.74961 -0.18711 1.6 -0.3 -1.8
C 0.08299 0.42377 -0.25782 0.3 2.1 1.3
C -2.01959 -0.52424 0.35343 -3.5 -3.2 -3.3
C 2.19264 -0.78327 0.19989 -1.6 -4.1 -0.5
H -1.28140 2.26598 -0.61743 2.0 -1.5 1.3
H 0.70220 2.31664 -0.09780 -2.6 -0.3 -0.2
H -0.14936 -1.76916 -1.18084 -1.5 2.9 3.9
H -2.29258 0.62730 1.20997 1.1 -3.9 -2.7
H 3.26448 -0.67999 1.26473 -3.3 -0.1 -3.6
N -0.56112 -0.77359 0.00275 -2.0 -0.5 -2.8
O -2.94449 -1.32935 -0.22994 5.8 5.6 4.4
O 1.55741 0.40512 -0.20213 0.7 -2.6 1.4
O 1.76852 -1.92881 -0.25771 3.1 5.9 2.6
```
Positions in Å, forces in eV/Å.

Properties
- maximum force (eV Å⁻¹) = 9.11
- ΔE to the lowest compared entry with this formula, charge and spin (kJ/mol) = 923.3
- multiplicity = 1
- HOMO level (eV) = -9.18

---

(6)
Formula: C14H12MgN2O4
Source: OMol25
Level of theory: ωB97M-V/def2-TZVPD

```
33
Properties=species:S:1:pos:R:3:forces:R:3
O -0.28655 3.61389 -4.26360 -2.2 -1.8 2.4
C -0.93810 3.06156 -3.50780 2.9 2.4 -3.2
Mg -1.90770 1.90069 -1.99256 -0.5 0.5 -0.6
C -3.38421 0.88520 -3.14996 -3.3 -3.1 -2.5
C -3.08466 3.39259 -1.04031 -2.5 3.3 3.0
O -4.11618 0.19634 -3.69319 2.5 2.4 1.8
O -3.65698 4.13478 -0.39020 1.8 -2.4 -2.2
C 2.31675 -0.43803 2.01926 0.6 -0.2 0.4
N 1.40777 0.33044 1.18214 0.4 0.5 0.1
N 0.43257 -0.17420 0.37609 -0.6 -0.9 -0.4
C -0.13851 0.84548 -0.29965 1.2 0.0 1.0
O -1.11052 0.61115 -1.11303 0.3 -0.4 0.4
C 0.52067 2.03920 0.09368 -1.2 -0.3 -1.1
C 1.47453 1.66509 1.01107 -0.1 0.0 0.0
C 2.42903 2.56507 1.70089 -0.2 -0.1 -0.1
C 0.01395 -1.57178 0.25583 -0.3 -0.6 0.1
C -0.09348 -2.40342 1.38125 -0.1 0.0 -0.2
C -0.54108 -3.72541 1.23694 0.0 0.2 -0.4
C -0.90754 -4.22119 -0.02219 0.1 0.4 0.1
C -0.82974 -3.38151 -1.14208 0.1 0.1 0.6
C -0.38079 -2.06309 -1.00453 0.3 -0.1 0.1
H 2.17220 -1.51368 1.92504 -0.1 0.3 -0.2
H 2.17354 -0.14673 3.06413 0.0 -0.1 -0.1
H 3.34873 -0.20451 1.73722 -0.2 -0.1 0.0
H 0.27408 3.04150 -0.29099 0.4 -0.5 0.5
H 2.27618 2.52150 2.77333 0.2 0.0 0.2
H 3.44702 2.29527 1.44322 0.3 0.0 0.2
H 2.24573 3.58519 1.36534 0.1 -0.1 0.1
H 0.15855 -2.03166 2.37184 -0.1 -0.1 -0.2
H -0.61083 -4.36820 2.11340 0.0 0.2 -0.2
H -1.25515 -5.25283 -0.13011 0.1 0.4 0.1
H -1.11450 -3.75926 -2.12362 0.1 0.2 0.2
H -0.33478 -1.42945 -1.88688 0.1 -0.2 0.3
```
Positions in Å, forces in eV/Å.

Properties
- maximum force (eV Å⁻¹) = 5.21
- net charge = +2
- multiplicity = 1
- HOMO level (eV) = -14.65